C3H26O10 | the ωB97M-V functional and the def2-TZVPD basis

Last column: natural (NBO) charge in e.
Atoms and positions in Å:
O (0.0740, -2.8299, -0.5150)  -0.984
O (1.0059, -0.1785, -3.1741)  -0.967
O (0.4338, -0.2028, 0.9568)  -1.035
O (2.3888, 2.7323, -0.0882)  -0.956
O (-2.8527, -0.3213, -1.8518)  -0.964
O (-3.6946, -0.2869, 1.0090)  -0.943
O (-1.2637, 1.7116, 2.2110)  -0.955
O (-1.8918, -1.0026, 2.7567)  -0.982
O (-0.5553, 3.4694, -3.0556)  -0.927
O (-0.5518, 0.6981, -1.2760)  -0.804
C (1.6902, -0.4492, 1.4650)  0.144
C (2.8201, -0.8233, 0.3778)  -0.674
C (1.6944, -1.5019, 2.6150)  -0.647
H (-4.6298, -0.4866, 0.9672)  0.478
H (0.3256, -2.0077, -0.0943)  0.496
H (-0.4284, 2.5520, -3.2975)  0.457
H (-1.9776, 1.8388, 1.5862)  0.445
H (2.5986, -1.7859, -0.0832)  0.196
H (-2.6699, -0.7075, 2.2839)  0.477
H (0.1111, 0.5478, -1.9539)  0.544
H (1.8005, 0.3447, -3.0688)  0.495
H (-0.7832, 0.9548, 1.8756)  0.492
H (1.2479, -0.8586, -3.8027)  0.509
H (2.1182, 0.5050, 1.7722)  0.113
H (2.6641, -1.3904, 3.1002)  0.209
H (-2.8239, -1.2694, -1.9803)  0.512
H (0.0772, -3.4730, 0.1940)  0.470
H (0.0043, 3.9566, -3.6604)  0.471
H (0.8683, -1.2609, 3.2840)  0.228
H (-1.1742, -0.8871, 2.1338)  0.474
H (-1.4100, 0.3290, -1.4968)  0.533
H (-3.7148, -0.0611, -2.1762)  0.505
H (1.3670, -2.4665, 2.2272)  0.193
H (-3.4605, -0.0458, 0.1127)  0.478
H (3.8076, -1.1194, 0.7319)  0.210
H (1.9774, 3.4901, 0.3275)  0.475
H (3.0279, -0.1329, -0.4397)  0.187
H (-0.2944, 0.4369, -0.3887)  0.566
H (2.0737, 1.9818, 0.4155)  0.481

Output
Net charge: 0
E_LUMO: -0.7 eV
2S+1: 1

C3H28NO11S2 | the ωB97M-V functional and the def2-TZVPD basis

Last column: natural (NBO) charge in e.
Atoms and positions in Å:
S (1.3607, 1.9412, 0.6660)  0.158
S (2.7171, 2.9196, -0.3840)  -0.129
O (-1.4229, 1.7085, -2.1712)  -1.001
O (-1.1141, -2.6300, -2.5612)  -1.151
O (-3.0247, 0.5021, 2.5389)  -0.961
O (3.1769, -1.6346, 0.0727)  -0.933
O (1.6209, -1.9366, -1.9155)  -0.990
O (-0.5300, 1.8870, 3.6890)  -0.980
O (-1.8438, -1.7468, 0.6207)  -0.798
O (1.4172, 0.0005, 3.8602)  -0.926
O (0.3476, 0.0571, -3.2349)  -0.988
O (-3.4668, 0.3776, -1.1904)  -0.993
O (-3.2025, -2.1110, -1.4226)  -1.125
N (1.2190, -1.4746, 1.3112)  -0.373
C (-0.6914, -1.4309, -0.1359)  -0.094
C (0.2794, -0.5760, 0.6643)  -0.160
C (0.9515, 0.4819, -0.2957)  -0.566
H (-2.4456, -0.0295, 1.9796)  0.479
H (-2.5009, -2.2755, 0.0460)  0.530
H (-2.1515, -2.4384, -1.9770)  0.488
H (2.1535, 3.6443, -1.3762)  0.140
H (-0.9939, -1.1253, -1.1417)  0.240
H (-3.8590, -2.8092, -1.4605)  0.473
H (2.6016, -1.6319, -0.7600)  0.523
H (-2.0084, 2.2133, -2.7396)  0.498
H (2.1385, 0.5014, 3.4711)  0.490
H (0.8814, -2.5515, -1.7625)  0.517
H (-1.3214, 1.4552, 3.3958)  0.478
H (-0.1964, 0.7857, -2.8211)  0.500
H (2.1949, -1.4395, 1.0655)  0.412
H (0.1620, 1.2033, 3.7849)  0.476
H (-3.4704, -0.5131, -1.6505)  0.521
H (1.2118, -1.1487, -2.3402)  0.515
H (-0.1851, 0.0467, 1.4492)  0.269
H (1.8472, 0.0625, -0.7953)  0.235
H (3.7279, -0.8746, 0.2556)  0.497
H (-1.5259, -3.1963, -3.2177)  0.465
H (-1.9582, 1.2392, -1.4894)  0.515
H (1.0707, -0.6533, 3.2437)  0.473
H (-3.2749, 0.1331, -0.2797)  0.471
H (0.1995, 0.6178, -1.0871)  0.264
H (-0.2890, -0.6669, -3.0393)  0.491
H (0.8760, -2.4270, 1.2559)  0.396
H (-0.2738, -2.4504, -0.2981)  0.173
H (-3.7969, -0.0487, 2.6883)  0.482

Output
Net charge: 0
E_LUMO (alpha / beta): -0.2 / -4.6 eV
2S+1: 2

C3H2AgFLiO3 | the ωB97M-V functional and the def2-TZVPD basis

Last column: natural (NBO) charge in e.
Atoms and positions in Å:
Ag (2.1116, 4.1373, 1.3078)  0.001
F (-2.4294, -1.1134, -0.8974)  -0.344
O (1.9841, 0.0826, 0.7035)  -0.651
O (-0.1378, 0.1015, -0.1167)  -0.632
O (0.8517, 1.9811, 0.2453)  -0.901
C (-0.2282, -1.2569, -0.1631)  0.039
C (-1.3510, -1.8415, -0.5619)  0.143
C (1.0473, 0.7287, 0.2995)  0.960
Li (-1.0213, 1.9188, -0.2955)  0.966
H (0.6427, -1.8230, 0.1615)  0.235
H (-1.4697, -2.9153, -0.6831)  0.184

Output
Net charge: 0
E_LUMO (alpha / beta): -0.9 / -1.1 eV
2S+1: 2

C3H2AlFO2 | the ωB97M-V functional and the def2-TZVPD basis

Last column: natural (NBO) charge in e.
Atoms and positions in Å:
Al (-1.6538, -1.7981, -0.5118)  1.888
F (1.6205, 1.4369, 0.7252)  -0.024
O (-1.0307, -0.3815, 0.1260)  -0.859
O (0.7170, -1.9287, 0.6352)  -0.160
C (-0.4663, 0.7393, -0.4488)  -0.063
C (0.5342, -0.7727, 0.8210)  0.814
C (0.8656, 0.5142, 0.2037)  0.633
H (-1.0409, 1.6428, -0.2041)  0.414
H (0.4543, 0.5479, -1.3464)  0.357

Output
Net charge: +3
E_LUMO (alpha / beta): -20.0 / -20.0 eV
2S+1: 2

C3H2AlO4 | the ωB97M-V functional and the def2-TZVPD basis

Last column: natural (NBO) charge in e.
Atoms and positions in Å:
Al (-0.6582, -2.8193, -2.5821)  1.606
O (0.3146, 2.0645, 2.7489)  -0.165
O (0.5407, -2.4527, -1.2152)  -0.757
O (0.3200, -0.4019, 0.5582)  -0.439
O (-0.3516, -0.5224, -1.7310)  -0.553
C (-0.1884, 0.7772, 0.6885)  0.040
C (0.3613, -1.2607, -1.1088)  1.030
C (0.4971, 1.6524, 1.6852)  0.677
H (0.4478, 2.0319, 0.3222)  0.244
H (-1.2832, 0.9310, 0.6342)  0.317

Output
Net charge: +2
E_LUMO (alpha / beta): -10.3 / -13.7 eV
2S+1: 2

C3H2AuO3 | the ωB97M-V functional and the def2-TZVPD basis

Last column: natural (NBO) charge in e.
Atoms and positions in Å:
Au (-2.0287, 0.7868, -0.3715)  1.338
O (1.1114, -1.2731, -0.9884)  -0.606
O (-0.9544, -0.4605, -0.9732)  -0.641
O (-1.3228, 1.5174, 1.1280)  -0.742
C (0.1803, -0.5182, -0.3831)  0.745
C (-0.1414, 1.1223, 1.5617)  0.709
C (0.5520, 0.1202, 0.8071)  -0.614
H (1.5483, -0.1517, 1.1633)  0.291
H (1.0554, -1.1431, -1.9439)  0.521

Output
Net charge: +1
E_LUMO (alpha / beta): -5.9 / -8.3 eV
2S+1: 3

C3H2Br2P2 | the ωB97M-V functional and the def2-TZVPD basis

Last column: natural (NBO) charge in e.
Atoms and positions in Å:
Br (-3.2498, 0.6953, -0.1019)  0.197
Br (-1.3723, -2.5451, -0.1108)  0.047
P (0.3391, 2.5951, -0.1407)  0.002
P (1.4787, 0.9523, -0.0409)  0.578
C (-1.4486, 0.3849, -0.0221)  -0.175
C (0.7681, -0.5768, -0.1447)  -0.704
C (-0.6390, -0.7022, -0.1439)  -0.229
H (2.6821, 0.5293, 0.3759)  0.025
H (1.4417, -1.3327, 0.3293)  0.259

Output
Net charge: 0
E_LUMO (alpha / beta): -1.9 / -2.0 eV
2S+1: 1

C3H2Br3N2 | the ωB97M-V functional and the def2-TZVPD basis

Last column: natural (NBO) charge in e.
Atoms and positions in Å:
Br (-2.1586, 2.4065, -1.7093)  0.413
Br (0.4169, 3.4795, 1.1636)  0.378
Br (0.7652, -2.2228, 0.3363)  0.205
N (-1.2399, 1.2046, -0.5745)  -0.439
N (0.8786, 0.7213, 0.6963)  -0.509
C (-0.8448, -0.0635, -0.6159)  -0.012
C (0.2676, 1.8540, 0.4600)  0.255
C (0.2926, -0.4019, 0.1298)  -0.047
H (-1.4757, -0.6968, -1.2838)  0.277
H (1.7586, 0.4945, 1.1176)  0.480

Output
Net charge: +1
E_LUMO: -5.4 eV
2S+1: 1

C3H2BrCl3O3S | the ωB97M-V functional and the def2-TZVPD basis

Last column: natural (NBO) charge in e.
Atoms and positions in Å:
Br (2.5803, 1.0613, -0.0001)  0.230
Cl (-2.0107, -0.4278, -1.4665)  0.050
Cl (-2.6017, 0.2418, 1.3206)  0.034
Cl (-1.7662, 2.2643, -0.5406)  0.010
S (1.0977, -1.6642, -0.0959)  1.972
O (2.4074, -1.6680, 0.6686)  -0.860
O (0.0378, -0.8740, 1.0736)  -0.631
O (0.5508, -2.8941, -0.6206)  -0.834
C (-0.1115, 0.3299, 0.5013)  -0.080
C (0.8713, 0.7123, -0.6227)  -0.265
C (-1.5272, 0.5493, -0.0714)  -0.094
H (-0.1390, 1.0021, 1.2599)  0.237
H (0.6112, 1.3670, -1.4064)  0.231

Output
Net charge: 0
E_LUMO (alpha / beta): -2.3 / -2.3 eV
2S+1: 1

C3H2BrCl5 | the ωB97M-V functional and the def2-TZVPD basis

Last column: natural (NBO) charge in e.
Atoms and positions in Å:
Br (-1.2975, 0.7261, 1.8526)  0.148
Cl (1.5687, -1.1549, -1.7355)  0.059
Cl (-1.0235, -0.0332, -3.5942)  -0.123
Cl (1.3101, 2.2192, 1.4600)  0.009
Cl (-1.5453, 1.8796, -1.4002)  0.041
Cl (1.6511, 1.7207, -1.6316)  0.070
C (0.6618, 0.2954, -1.3302)  -0.066
C (-0.7332, 0.3056, -1.6681)  -0.274
C (0.5040, 0.6202, 1.6708)  -0.320
H (0.8215, -0.2628, 1.2430)  0.193
H (-1.1869, -0.5809, -1.1671)  0.263

Output
Net charge: 0
E_LUMO (alpha / beta): -2.1 / -0.8 eV
2S+1: 1

C3H2BrF3 | the ωB97M-V functional and the def2-TZVPD basis

Last column: natural (NBO) charge in e.
Atoms and positions in Å:
Br (2.0461, -1.5402, -0.0863)  0.098
F (-2.2782, 0.1188, -0.4537)  -0.340
F (2.2878, 1.1489, 0.0379)  -0.312
F (-0.4191, 1.8445, 0.0905)  -0.284
C (-0.0285, 0.6192, -0.1268)  0.300
C (-1.1288, -0.4649, 0.0296)  -0.016
C (1.3640, 0.2053, -0.0949)  0.168
H (-1.0545, -0.6452, 1.1862)  0.191
H (-0.7889, -1.2864, -0.5824)  0.196

Output
Net charge: 0
E_LUMO: 0.5 eV
SMILES: FC/C(F)=C(/F)Br
2S+1: 1

C3H2BrF3O2S | the ωB97M-V functional and the def2-TZVPD basis

Last column: natural (NBO) charge in e.
Atoms and positions in Å:
Br (1.9628, -2.2746, 0.0486)  0.181
S (2.2997, 0.4052, 0.8744)  2.033
F (3.7294, 0.2859, -1.3182)  -0.320
F (2.2373, 1.7859, -1.2545)  -0.327
F (4.0510, 2.0813, -0.2264)  -0.260
O (1.6102, 1.5487, 1.3704)  -0.931
O (3.3105, -0.2442, 1.6956)  -0.883
C (-0.0554, -0.2397, -0.2865)  -0.332
C (3.2052, 1.2174, -0.5357)  0.759
C (1.0637, -0.6946, 0.1331)  -0.422
H (-0.6521, -0.9118, -0.9832)  0.237
H (-0.3642, 0.8252, -0.2096)  0.266

Output
Net charge: 0
E_LUMO: -0.3 eV
2S+1: 1